Entry 1:
The following is a quantum chemistry calculation of C13H17Cl2NO2PRh as an isolated structure in a non-equilibrium geometry, from OMol25.

```
! wB97M-V def2-TZVPD RIJCOSX def2/J DEFGRID3
* xyz 2 5
C 1.23 6.35 0.90
C 1.20 4.85 0.90
H 1.46 6.71 -0.10
H 1.99 6.70 1.61
H 0.26 6.73 1.24
O 1.38 4.11 -0.01
Cl 0.83 4.19 2.57
Rh -0.51 0.05 -0.15
P -2.72 0.69 -0.44
C -3.50 0.32 -2.06
C -3.87 -0.05 0.77
H -2.61 2.79 0.74
H -4.06 2.74 -0.31
H -2.45 3.03 -1.01
C -3.00 2.49 -0.24
H -3.50 0.18 1.77
H -4.88 0.35 0.65
H -4.54 0.66 -2.08
H -3.48 -0.76 -2.23
H -3.88 -1.14 0.64
H -2.94 0.81 -2.86
C -0.37 -0.66 -1.82
O -0.28 -1.11 -2.89
Cl -0.70 0.98 2.04
N 1.25 -0.75 0.09
C 2.01 -1.61 0.15
C 2.68 -2.89 0.19
C 3.03 -3.52 -1.02
C 3.52 -4.83 -1.01
C 3.67 -5.51 0.20
C 3.32 -4.89 1.40
C 2.82 -3.59 1.40
H 2.88 -3.01 -1.97
H 3.78 -5.31 -1.94
H 4.04 -6.53 0.20
H 3.42 -5.43 2.33
H 2.51 -3.13 2.33
*
```

Its expectation value of S² is 6.0294. The highest occupied orbital energy (alpha / beta) comes out at -12.19 / -15.06 eV.

Entry 2:
The following is a quantum chemistry calculation of one molecule with the formula C13H17Cl3N2O2, from OMol25.

```
! wB97M-V def2-TZVPD RIJCOSX def2/J DEFGRID3
* xyz 0 1
C 3.02 1.16 3.57
C 3.55 0.48 2.31
C 3.44 1.36 1.07
C 2.01 1.52 0.53
C 1.69 0.59 -0.64
C 1.69 -0.89 -0.27
C 1.13 -1.75 -1.40
O -0.22 -1.40 -1.71
C -1.16 -1.86 -0.90
O -0.98 -2.57 0.05
C -2.51 -1.34 -1.31
N -3.16 -1.99 -2.27
C -4.36 -1.57 -2.62
Cl -5.13 -2.46 -3.86
C -4.98 -0.47 -2.05
Cl -6.56 0.03 -2.54
C -4.32 0.24 -1.03
N -4.87 1.32 -0.45
C -3.05 -0.23 -0.68
Cl -2.15 0.59 0.55
H 3.13 0.50 4.43
H 3.57 2.08 3.77
H 1.97 1.41 3.46
H 4.61 0.23 2.47
H 3.02 -0.46 2.16
H 4.08 0.95 0.28
H 3.84 2.35 1.33
H 1.29 1.34 1.34
H 1.87 2.54 0.19
H 2.40 0.76 -1.45
H 0.70 0.85 -1.02
H 2.70 -1.23 -0.05
H 1.07 -1.05 0.62
H 1.17 -2.81 -1.13
H 1.68 -1.59 -2.33
H -5.80 1.60 -0.71
H -4.38 1.78 0.30
*
```

The highest occupied orbital energy comes out at -9.25 eV.

Entry 3:
The following is a quantum chemistry calculation of C13H17HgIN2O as an isolated structure in a non-equilibrium geometry, from OMol25.

```
! wB97M-V def2-TZVPD RIJCOSX def2/J DEFGRID3
* xyz 0 1
C 1.59 3.37 1.44
C 3.55 1.31 0.15
H 1.51 4.33 0.92
H 2.65 3.13 1.78
H 0.91 3.27 2.29
H 3.96 0.72 -0.64
H 3.62 2.47 0.13
H 3.71 0.96 1.19
C -2.44 1.39 -0.03
C -3.68 1.29 -0.73
C -3.84 0.25 -1.65
C -2.78 -0.67 -1.80
H -2.29 2.21 0.71
H -4.46 2.03 -0.53
H -4.76 0.12 -2.22
H -2.82 -1.50 -2.47
N -1.45 0.55 -0.20
C -1.61 -0.49 -1.03
C -0.52 -1.47 -1.04
N 0.65 -1.01 -0.58
C 1.62 -1.89 -0.43
C 0.35 -3.69 -1.46
C 1.54 -3.24 -0.85
H 2.56 -1.50 0.02
H 2.42 -3.90 -0.73
C -0.71 -2.79 -1.56
H -1.64 -3.05 -2.03
H 0.27 -4.72 -1.87
Hg 1.51 1.70 0.14
I 0.27 2.74 -2.18
C 0.01 -0.37 3.06
O 0.88 0.02 2.06
H -1.09 -0.30 2.87
H 0.19 0.16 4.03
H 0.32 -1.41 3.24
*
```

The highest occupied orbital energy (alpha / beta) comes out at -7.58 / -7.63 eV.

Entry 4:
The following is a quantum chemistry calculation of a 2-piece molecular cluster, C13H17N2 overall in a non-equilibrium geometry, from OMol25.

```
! wB97M-V def2-TZVPD RIJCOSX def2/J DEFGRID3
* xyz 1 1
C 0.72 1.11 3.23
C 0.64 -0.31 3.18
C 0.09 1.85 2.26
C -0.09 -0.94 2.17
C -0.57 1.25 1.19
C -0.66 -0.15 1.23
C 0.16 0.01 -2.89
C -0.21 -1.19 -2.42
C -1.42 1.85 0.14
C 1.26 0.62 -2.06
C -1.82 0.61 -0.74
C 1.44 -0.44 -0.87
C -1.40 -0.60 0.05
N 0.40 -2.72 -0.59
N 0.33 -1.41 -1.16
H 1.40 1.69 3.83
H 1.25 -0.89 3.93
H 0.42 2.84 2.14
H -0.14 -1.97 2.16
H 0.07 0.51 -3.85
H -1.06 -1.90 -2.63
H -2.37 2.25 0.59
H -0.79 2.57 -0.48
H 2.27 0.65 -2.51
H 0.83 1.69 -1.72
H -2.84 0.66 -1.03
H -1.17 0.65 -1.70
H 2.38 -0.92 -0.98
H 1.28 -0.13 0.24
H -1.84 -1.59 -0.18
H 0.29 -2.36 0.39
H 1.17 -3.28 -0.92
*
```

The highest occupied orbital energy (alpha / beta) comes out at -12.22 / -12.22 eV.

Entry 5:
The following is a quantum chemistry calculation of C13H17N3O3Pb as an isolated structure in a non-equilibrium geometry, from OMol25.

```
! wB97M-V def2-TZVPD RIJCOSX def2/J DEFGRID3
* xyz 0 1
C 2.19 1.29 1.94
C 1.70 1.99 -2.05
H 1.74 2.08 2.54
H 3.23 1.54 1.70
H 2.19 0.34 2.50
H 0.93 1.79 -2.80
H 1.81 3.07 -1.94
H 2.62 1.46 -2.31
C -0.53 -0.70 2.70
C -1.37 -1.44 3.54
C -2.42 -2.14 2.96
C -2.60 -2.08 1.58
H 0.32 -0.14 3.09
H -1.17 -1.44 4.60
H -3.11 -2.72 3.58
H -3.40 -2.62 1.08
N -0.72 -0.61 1.38
C -1.72 -1.30 0.80
C -1.87 -1.18 -0.67
N -1.01 -0.35 -1.30
C -1.07 -0.22 -2.63
C -2.93 -1.73 -2.77
C -2.03 -0.88 -3.41
H -0.32 0.42 -3.08
H -2.04 -0.70 -4.48
C -2.84 -1.90 -1.39
H -3.50 -2.57 -0.86
H -3.69 -2.26 -3.35
Pb 1.08 1.13 -0.03
C 2.18 -0.85 -0.47
H 2.15 -1.05 -1.55
H 1.71 -1.68 0.09
H 3.21 -0.67 -0.13
O 3.63 3.31 -0.40
N 2.85 4.03 0.29
O 3.25 4.95 1.03
O 1.56 3.82 0.22
*
```

The highest occupied orbital energy comes out at -8.02 eV.

Entry 6:
The following is a quantum chemistry calculation of one molecule with the formula C13H17N3O4 in a non-equilibrium geometry, from OMol25.

```
! wB97M-V def2-TZVPD RIJCOSX def2/J DEFGRID3
* xyz 0 1
N 0.26 2.14 2.80
C -0.67 1.73 1.92
O -1.54 0.88 2.21
C -0.34 2.15 0.37
C 0.49 1.18 -0.36
N 1.65 0.74 0.46
C 1.98 -0.52 0.75
O 2.90 -0.72 1.59
C 1.28 -1.74 0.30
N 2.03 -2.85 0.78
C -0.19 -1.57 0.94
C -1.29 -1.52 -0.04
C -1.32 -2.38 -1.13
C -2.22 -2.35 -2.19
C -3.19 -1.32 -2.22
C -3.18 -0.44 -1.14
C -2.27 -0.56 -0.06
C 1.09 1.86 -1.62
O 0.44 2.73 -2.19
O 2.49 1.70 -1.92
H 0.90 2.95 2.75
H 0.16 1.69 3.72
H -1.25 2.37 -0.14
H 0.11 3.10 0.36
H -0.06 0.31 -0.59
H 2.39 1.52 0.61
H 1.14 -1.58 -0.81
H 1.81 -3.80 0.41
H 2.75 -2.80 1.49
H -0.33 -0.84 1.74
H -0.29 -2.43 1.57
H -0.56 -3.25 -1.14
H -2.19 -3.22 -2.87
H -3.77 -1.27 -3.16
H -3.89 0.39 -1.09
H -2.40 0.25 0.70
H 2.65 2.54 -2.44
*
```

The highest occupied orbital energy comes out at -8.61 eV.

Number 1: calculated total energy -2082.31124 hartree. Number 2: calculated total energy -2146.17477 hartree. Number 3: calculated total energy -1141.22588 hartree. Number 4: calculated total energy -614.68919 hartree. Number 5: calculated total energy -1088.14476 hartree. Number 6: calculated total energy -970.77026 hartree.